Here is a cluster of 2 separate species, C5H10N2O in total in a non-equilibrium geometry from the OMol25 dataset. Energies are from ωB97M-V/def2-TZVPD.

Its electronic energy is -381.1250 hartree. Its orbital gap (spin up / spin down) is 7.95 / 7.95 eV. As for the energy above the lowest of the compared OMol25 structures with the same formula, charge and spin: 100.7 kcal/mol. The calculation puts the LUMO energy (spin up / spin down) at 0.472 / 0.472 eV.

Geometry as XYZ:
```
18
Properties=species:S:1:pos:R:3:forces:R:3
H -0.327182 -2.385126 -0.241991 0.5 0.6 0.1
N -0.416423 -1.557988 -0.839211 -1.0 0.9 1.0
C -1.037492 -0.562629 -0.192489 -1.3 -4.5 -2.0
C -1.454892 -0.721585 1.247871 0.4 0.9 0.3
O -2.094153 -0.012250 -0.927971 1.3 1.3 0.5
H -0.570612 -0.895505 1.864305 -0.1 0.1 0.1
H -2.117849 -1.583761 1.346260 0.0 0.1 -0.3
H -1.997305 0.160907 1.596038 0.1 -0.1 0.1
H -1.939036 -0.301377 -1.840030 0.1 -0.1 0.2
C 0.272944 2.129304 0.448859 -0.7 0.0 -0.3
C 0.503834 1.015576 -0.209897 1.1 0.5 -0.5
C 1.527308 0.463329 -0.934979 -0.8 0.4 0.5
N 2.396303 -0.372949 -0.356141 -0.3 0.4 -0.3
H 0.923880 2.992170 0.379107 0.2 0.0 0.3
H -0.678909 2.272792 0.946285 0.0 0.1 0.1
H 1.511600 0.476303 -2.021405 0.1 0.0 0.1
H 2.339749 -0.396911 0.662734 0.6 -0.3 -0.6
H 3.158233 -0.720300 -0.927345 -0.2 -0.2 0.7
```
Positions in Å, forces in eV/Å.